No. 1
An isolated molecule of C7H10O2 in a non-equilibrium geometry, computed with ωB97M-V with the def2-TZVPD basis set.

Atoms and positions in Å:
C -1.493 0.447 0.310
C -1.958 1.636 0.317
C 1.510 -0.941 0.132
C -1.093 -1.595 -0.338
C 0.060 -1.222 0.649
C 1.825 0.532 0.467
C 1.587 1.479 -0.564
O -1.911 -0.501 -0.483
O -0.547 0.097 1.241
H -2.447 1.803 -0.694
H -1.836 2.396 1.032
H 2.249 -1.635 0.633
H 1.706 -1.102 -0.951
H -0.738 -2.007 -1.248
H -1.706 -2.374 0.056
H 0.066 -1.960 1.468
H 0.920 2.064 -0.038
H 1.197 1.028 -1.467
H 2.608 1.855 -0.521

The calculation puts the energy above the lowest of the compared OMol25 structures with the same formula, charge and spin at 141.60 kcal/mol. For the HOMO energy, the calculation gives -7.8950 eV. As for the lowest unoccupied orbital energy: 0.48 eV. Its energy is -11509.7160 eV.

No. 2
An isolated molecule of C7H10O2 in a non-equilibrium geometry, computed with ωB97M-V with the def2-TZVPD basis set.

Atoms and positions in Å:
C 1.391 -0.914 -1.180
C 0.851 0.163 -0.582
C 1.685 1.401 -0.356
C -0.604 0.361 -0.124
O -1.180 1.670 0.077
C -0.728 -0.691 0.824
C -0.251 -1.392 1.829
C -1.709 -0.705 -0.395
O -3.042 -0.198 -0.388
H 0.872 -1.863 -1.258
H 2.414 -0.897 -1.544
H 1.312 2.233 -0.959
H 1.641 1.694 0.699
H 2.734 1.241 -0.623
H -0.797 2.062 0.878
H -0.849 -2.146 2.330
H 0.780 -1.293 2.154
H -1.518 -1.498 -1.103
H -3.003 0.772 -0.277

The calculation puts the energy above the lowest of the compared OMol25 structures with the same formula, charge and spin at 88.39 kcal/mol. For the HOMO energy, the calculation gives -8.5257 eV. The SMILES is C=C(C)[C@]1(O)C(=C)[C@H]1O. As for the lowest unoccupied orbital energy: 0.46 eV. Its energy is -11512.0236 eV.

No. 3
A structure of composition C7H10O2 in a non-equilibrium geometry, computed with ωB97M-V with the def2-TZVPD basis set.

Atoms and positions in Å:
C -2.575 -0.351 -0.669
C -1.271 -0.264 -0.016
C -0.449 -0.951 1.146
C 0.643 -0.048 0.475
C 2.003 -0.579 0.235
C 0.284 1.381 0.640
C -1.002 1.243 0.300
H -2.764 -1.263 -1.223
H -3.243 -0.623 0.317
H -3.047 0.719 -1.067
H -0.103 -1.991 0.890
H -0.668 -0.771 2.141
H 2.042 -1.532 0.149
H 2.883 -0.331 0.821
H 1.703 0.297 -1.663
H 1.033 2.165 0.738
H -1.559 2.095 -0.123
O 2.403 0.127 -0.897
O -0.162 -0.297 -0.809

The calculation puts the energy above the lowest of the compared OMol25 structures with the same formula, charge and spin at 125.99 kcal/mol. For the HOMO energy, the calculation gives -8.5982 eV. As for the lowest unoccupied orbital energy: 0.91 eV. Its energy is -11510.3930 eV.

No. 4
A cluster of 2 separate species, C7H10O2 in total in a non-equilibrium geometry, computed with ωB97M-V with the def2-TZVPD basis set.

Atoms and positions in Å:
C -2.177 -0.637 0.321
C -0.835 -0.141 0.708
C -0.245 -0.656 1.894
C 1.048 -0.342 2.222
C 1.815 0.470 1.394
O 3.159 0.655 1.682
C 1.305 0.911 0.191
C -0.072 0.708 -0.076
H -2.108 -1.725 0.155
H -2.548 -0.162 -0.603
H -2.905 -0.450 1.129
H -0.875 -1.282 2.540
H 1.473 -0.786 3.132
H 3.361 0.349 2.599
H 1.931 1.372 -0.584
H -0.485 0.998 -1.051
O -0.233 0.140 -5.139
H -0.723 0.938 -4.837
H -0.885 -0.363 -5.677

The calculation puts the energy above the lowest of the compared OMol25 structures with the same formula, charge and spin at 0.00 kcal/mol. For the HOMO energy, the calculation gives -8.3223 eV. The SMILES is Cc1ccc(O)cc1.O. As for the lowest unoccupied orbital energy: 0.74 eV. Its energy is -11515.8564 eV.

No. 5
A cluster of 2 separate species, C7H10O2 in total in a non-equilibrium geometry, computed with ωB97M-V with the def2-TZVPD basis set.

Atoms and positions in Å:
C 0.731 -1.938 -0.958
C 0.640 -0.735 -0.946
C 0.354 0.674 -1.490
C 0.236 0.718 -2.990
O 0.620 1.651 -0.842
H 0.809 -2.988 -0.905
H 1.154 0.341 -3.437
H 0.112 1.749 -3.315
H -0.599 0.106 -3.323
C 0.843 -1.259 2.600
C 0.361 -0.352 1.744
O -1.018 -0.166 1.636
C -1.646 1.053 1.309
H 1.896 -1.460 2.668
H 0.214 -2.001 3.062
H 0.963 0.483 1.403
H -2.338 1.667 1.887
H -0.872 1.822 1.207
H -2.459 0.635 0.691

The calculation puts the energy above the lowest of the compared OMol25 structures with the same formula, charge and spin at 119.45 kcal/mol. For the HOMO energy, the calculation gives -8.4150 eV. The SMILES is C#CC(C)=O.C=COC. As for the lowest unoccupied orbital energy: 0.34 eV. Its energy is -11510.6766 eV.

No. 6
A structure of composition C7H10O2Si in a non-equilibrium geometry, computed with ωB97M-V with the def2-TZVPD basis set.

Atoms and positions in Å:
C -0.002 -3.118 0.785
C -0.036 -1.994 0.348
C -1.300 0.732 0.180
C 2.229 -0.002 0.481
C -2.096 0.144 1.268
C 2.249 1.198 1.351
C -0.154 -0.832 -2.304
O -1.491 1.880 -0.240
O 3.139 -0.721 0.268
Si 0.110 -0.380 -0.559
H 0.158 -4.130 0.890
H -2.193 -0.966 1.069
H -1.616 0.132 2.276
H -3.053 0.613 1.114
H 1.310 1.831 1.399
H 2.479 0.856 2.331
H 3.278 1.680 1.064
H -1.172 -0.387 -2.506
H 0.549 -0.348 -3.058
H -0.130 -1.932 -2.536

The calculation puts the energy above the lowest of the compared OMol25 structures with the same formula, charge and spin at 160.30 kcal/mol. For the HOMO energy, the calculation gives -8.2594 eV. As for the lowest unoccupied orbital energy: 0.27 eV. Its energy is -19389.9488 eV.

No. 7
A cluster of 2 separate species, C7H10O3 in total in a non-equilibrium geometry, computed with ωB97M-V with the def2-TZVPD basis set.

Atoms and positions in Å:
O 2.568 1.450 -1.120
C 1.446 0.892 -1.270
C 0.656 1.207 -2.363
C -0.632 0.775 -2.568
C -1.225 -0.119 -1.631
O -2.445 -0.586 -1.845
C -0.502 -0.433 -0.516
C 0.784 0.147 -0.364
H 2.877 1.519 -0.214
H 1.064 1.819 -3.139
H -0.937 1.036 -3.525
H -3.006 -0.179 -2.633
H -0.975 -1.080 0.294
H 1.317 -0.393 0.681
C -0.140 -1.383 3.537
O 0.196 -0.006 3.309
H 0.561 -1.968 4.080
H -0.531 -1.608 2.524
H -1.060 -1.363 4.374
H -0.015 0.272 2.388

The calculation puts the energy above the lowest of the compared OMol25 structures with the same formula, charge and spin at 63.96 kcal/mol. For the HOMO energy, the calculation gives -8.1243 eV. The SMILES is Oc1ccc(O)cc1.CO. As for the lowest unoccupied orbital energy: 0.65 eV. Its energy is -13560.5427 eV.